This record from the Open Molecules 2025 dataset describes a 2-piece molecular cluster, C3H7N3S overall. The level of theory is ωB97M-V/def2-TZVPD.

Results
HOMO = -7.8 eV
net charge = 0
HOMO-LUMO gap = 8.9 eV
SMILES = C1CNSC1.N#N
LUMO = 0.038 Ha

Bonds (Å) are listed after each position.
Positions of all 14 atoms, in Å:
1 C -1.234 -0.474 0.117  C2 1.559, C5 1.497, H6 1.076, H7 1.110
2 C -0.569 0.905 0.411  C1 1.559, N3 1.453, H8 1.139, H9 1.147
3 N 0.758 0.802 -0.172  C2 1.453, S4 1.662, H10 0.923
4 S 0.811 0.042 -1.650  N3 1.662, C5 1.951
5 C -0.977 -0.675 -1.344  C1 1.497, S4 1.951, H11 1.070, H12 1.111
6 H -0.674 -1.150 0.739  C1 1.076
7 H -2.317 -0.377 0.339  C1 1.110
8 H -1.271 1.539 -0.223  C2 1.139
9 H -0.628 1.174 1.524  C2 1.147
10 H 1.304 0.495 0.506  N3 0.923
11 H -0.930 -1.678 -1.715  C5 1.070
12 H -1.639 -0.007 -1.935  C5 1.111
13 N 4.188 -0.462 1.753  N14 1.068
14 N 3.177 -0.134 1.649  N13 1.068

=====

This record from the Open Molecules 2025 dataset describes an isolated ion of composition C3H7FNO and charge +1. The level of theory is ωB97M-V/def2-TZVPD.

Results
HOMO = -16.5 eV
net charge = +1
HOMO-LUMO gap = 12.7 eV
SMILES = F[C@H]1C[NH2+]CO1
LUMO = -0.141 Ha

Bonds (Å) are listed after each position.
Positions of all 13 atoms, in Å:
1 F -0.365 1.811 -0.806  C2 1.359
2 C 0.590 0.846 -0.844  F1 1.359, C3 1.672, O6 1.352, H7 1.169
3 C 0.793 0.394 0.754  C2 1.672, N4 1.479, H8 1.044, H9 1.183
4 N -0.194 -0.704 0.853  C3 1.479, C5 1.515, H10 0.997, H11 1.017
5 C -0.867 -0.778 -0.502  N4 1.515, O6 1.391, H12 1.151, H13 1.182
6 O 0.026 -0.238 -1.421  C2 1.352, C5 1.391
7 H 1.527 1.239 -1.421  C2 1.169
8 H 1.801 0.133 0.837  C3 1.044
9 H 0.452 1.222 1.527  C3 1.183
10 H 0.237 -1.592 0.990  N4 0.997
11 H -1.009 -0.436 1.399  N4 1.017
12 H -1.173 -1.819 -0.887  C5 1.151
13 H -1.819 -0.078 -0.479  C5 1.182

=====

This record from the Open Molecules 2025 dataset describes a 2-piece molecular cluster, C5H10N overall. The level of theory is ωB97M-V/def2-TZVPD.

Results
HOMO (alpha / beta) = -12.4 / -14.3 eV
net charge = +1
HOMO-LUMO gap (alpha / beta) = 6.7 / 10.7 eV
LUMO (alpha / beta) = -0.210 / -0.132 Ha

Bonds (Å) are listed after each position.
Positions of all 16 atoms, in Å:
1 C 0.250 2.035 -0.029  C2 1.528, C3 1.547, H7 1.134, H8 1.201
2 C 0.351 1.019 -1.166  C1 1.528, C4 1.554, H9 1.128, H10 1.048
3 C -0.294 0.991 0.974  C1 1.547, C4 1.487, N6 1.594, H11 1.068
4 C -0.146 -0.012 -0.114  C2 1.554, C3 1.487, N6 1.522
5 C -1.186 -3.064 -0.367  H12 1.053, H13 1.097, H14 1.061
6 N 0.960 0.007 0.932  C3 1.594, C4 1.522, H15 0.999, H16 1.098
7 H 1.205 2.574 0.260  C1 1.134
8 H -0.647 2.820 -0.171  C1 1.201
9 H -0.496 1.128 -1.903  C2 1.128
10 H 1.378 0.965 -1.369  C2 1.048
11 H -0.892 1.164 1.842  C3 1.068
12 H -1.694 -2.844 0.529  C5 1.053
13 H -0.148 -3.400 -0.248  C5 1.097
14 H -1.539 -2.923 -1.358  C5 1.061
15 H 1.797 0.267 0.453  N6 0.999
16 H 1.102 -0.727 1.736  N6 1.098